No. 1
Below is a structure of composition C15H39ClCoI2P3 at a distorted geometry, with properties calculated with ωB97M-V/def2-TZVPD.

The LUMO energy (alpha / beta) comes out at -0.3401 / -0.3593 Ha. As for the energy above the lowest of the compared OMol25 structures with the same formula, charge and spin: 1.241 eV. Its maximum force is 3.29 eV Å⁻¹. The molecular weight is 660.593 u. The orbital gap (alpha / beta) comes out at 5.962 / 5.821 eV. Its expectation value of S² is 6.20.

Structure (ORCA input):
```
! wB97M-V def2-TZVPD RIJCOSX def2/J DEFGRID3
* xyz 2 5
I -0.91 -2.32 1.12
I 1.17 2.28 -0.94
Co 0.00 0.00 0.00
P 0.82 -1.21 -1.88
C 2.50 -1.89 -1.66
C -0.21 -2.65 -2.36
H 0.11 -3.01 -3.34
H 1.07 -0.93 -4.27
H -1.25 -2.32 -2.39
H -0.06 0.27 -3.56
H 2.50 -2.57 -0.80
H -0.11 -3.44 -1.61
C 0.90 -0.25 -3.43
H 2.82 -2.44 -2.55
H 1.69 0.49 -3.37
H 3.19 -1.07 -1.47
P -1.19 1.26 1.64
C -0.28 1.51 3.20
C -1.69 2.93 1.10
H -3.33 0.22 1.24
H -3.36 1.25 2.71
H -2.60 -0.38 2.75
C -2.78 0.51 2.14
H -2.16 2.84 0.12
H -2.40 3.35 1.82
H -0.87 2.09 3.91
H 0.65 2.05 2.98
H -0.81 3.57 1.01
H -0.04 0.54 3.63
Cl -1.98 0.31 -1.35
C 1.76 -3.10 2.63
C 1.97 -1.59 2.92
C 2.82 -1.56 4.21
P 2.33 -0.58 1.33
C 2.71 1.21 1.74
C 3.09 1.56 3.20
C 3.76 1.85 0.80
C 4.14 -1.32 1.17
C 5.27 -0.84 2.14
C 4.39 -2.85 1.06
H 2.65 -3.73 2.79
H 1.48 -3.32 1.59
H 1.02 -3.53 3.34
H 0.99 -1.20 3.20
H 3.73 -2.18 4.13
H 3.08 -0.58 4.61
H 2.24 -2.06 5.01
H 1.80 1.71 1.50
H 4.06 1.13 3.52
H 3.18 2.66 3.30
H 2.33 1.24 3.92
H 3.69 2.96 0.87
H 4.81 1.64 1.00
H 3.64 1.53 -0.25
H 4.47 -0.89 0.21
H 5.21 -1.21 3.17
H 6.25 -1.20 1.77
H 5.43 0.22 2.23
H 4.50 -3.31 2.06
H 5.39 -3.01 0.60
H 3.70 -3.47 0.48
*
```

In the natural (NBO) picture, each atom carries the following charge in e: 0.228 0.240 0.753 1.062 -0.967 -0.966 0.269 0.270 0.277 0.277 0.246 0.254 -0.968 0.273 0.254 0.246 0.970 -0.966 -0.963 0.273 0.269 0.253 -0.961 0.274 0.269 0.274 0.249 0.251 0.246 -0.503 -0.635 -0.510 -0.626 0.829 -0.550 -0.633 -0.635 -0.464 -0.629 -0.628 0.253 0.199 0.248 0.210 0.221 0.230 0.241 0.215 0.240 0.240 0.217 0.246 0.253 0.204 0.216 0.225 0.248 0.214 0.220 0.248 0.209

***

No. 2
Below is a cluster of 13 separate species, C15H39N14O27 in total at a distorted geometry, with properties calculated with ωB97M-V/def2-TZVPD.

The LUMO energy comes out at 0.0354 Ha. Its maximum force is 6.52 eV Å⁻¹. The molecular weight is 847.548 u. The orbital gap comes out at 3.314 eV.

Structure (ORCA input):
```
! wB97M-V def2-TZVPD RIJCOSX def2/J DEFGRID3
* xyz -1 1
N -2.03 0.66 -1.66
C -1.33 0.01 -1.05
O -0.87 -1.09 -0.45
C 0.33 -1.65 -1.15
C -0.15 -2.33 -2.47
O 0.89 -2.41 -3.47
N 1.19 -1.14 -3.94
O 2.31 -0.89 -3.69
H 0.98 -0.79 -1.39
H -0.49 -3.35 -2.18
H -1.03 -1.80 -2.93
C -3.31 0.50 2.03
N -2.55 1.23 3.09
O -2.32 2.41 2.89
O -2.23 0.60 4.07
H -3.53 1.18 1.22
H -2.68 -0.32 1.69
H -4.22 0.12 2.48
C -1.21 -4.22 1.16
N -1.29 -5.07 -0.06
O -2.37 -5.56 -0.35
O -0.27 -5.21 -0.68
H -2.19 -4.18 1.62
H -0.49 -4.68 1.83
H -0.88 -3.23 0.85
C 3.88 2.02 -1.85
N 3.09 1.00 -1.12
O 1.88 1.03 -1.22
O 3.71 0.18 -0.46
H 3.19 2.67 -2.38
H 4.44 2.59 -1.11
H 4.53 1.50 -2.53
C -5.02 4.78 3.60
N -5.93 3.64 3.30
O -6.81 3.39 4.10
O -5.73 3.04 2.26
H -5.31 5.23 4.55
H -4.01 4.37 3.66
H -5.11 5.50 2.79
C -0.43 4.27 1.46
N 0.74 5.18 1.50
O 0.54 6.37 1.36
O 1.83 4.67 1.68
H -1.33 4.86 1.29
H -0.27 3.57 0.64
H -0.48 3.75 2.41
C -7.46 -0.35 2.07
N -6.54 -1.52 2.06
O -6.64 -2.31 1.14
O -5.75 -1.61 2.98
H -8.10 -0.41 1.20
H -8.04 -0.40 2.99
H -6.84 0.55 2.04
C -2.43 -8.92 1.42
N -1.64 -8.26 2.50
O -1.33 -7.11 2.33
O -1.37 -8.94 3.47
H -2.59 -8.20 0.63
H -1.85 -9.77 1.07
H -3.37 -9.25 1.86
C 7.49 3.99 -4.21
N 6.16 3.74 -3.57
O 5.41 2.98 -4.14
O 5.94 4.32 -2.53
H 7.55 3.42 -5.12
H 7.55 5.06 -4.42
H 8.25 3.68 -3.50
C 4.65 -2.50 1.55
N 3.86 -3.53 2.29
O 2.65 -3.49 2.19
O 4.49 -4.34 2.95
H 3.96 -1.85 1.01
H 5.22 -1.94 2.29
H 5.30 -3.03 0.86
C -3.95 8.02 7.21
N -4.01 7.19 5.97
O -5.08 6.67 5.70
O -3.00 7.10 5.32
H -4.92 8.02 7.68
H -3.20 7.58 7.86
H -3.67 9.03 6.91
C 10.30 1.71 -7.51
N 8.98 1.46 -6.88
O 8.23 0.70 -7.44
O 8.75 2.04 -5.83
H 10.37 1.13 -8.43
H 10.37 2.77 -7.72
H 11.07 1.40 -6.80
C -2.00 -5.49 -3.81
N -1.50 -5.12 -5.17
O -1.87 -5.81 -6.11
O -0.78 -4.16 -5.24
H -2.63 -6.36 -3.90
H -1.13 -5.70 -3.20
H -2.55 -4.63 -3.43
*
```

In the Mulliken picture, each atom carries the following charge in e: -0.650 0.527 -0.145 0.009 0.458 -0.133 0.090 -0.288 -0.422 -0.503 0.205 -0.522 0.959 -0.547 -0.578 0.260 0.234 0.156 -0.597 1.100 -0.634 -0.531 0.308 0.301 0.114 -0.987 0.882 -0.547 -0.561 0.313 0.391 0.358 -0.719 0.945 -0.579 -0.530 0.429 0.226 0.263 -0.661 0.922 -0.567 -0.542 0.273 0.293 0.288 -0.545 0.900 -0.537 -0.523 0.289 0.284 0.146 -0.664 0.918 -0.510 -0.560 0.225 0.287 0.275 -0.691 0.932 -0.524 -0.549 0.298 0.309 0.263 -0.629 0.910 -0.480 -0.599 0.254 0.272 0.279 -0.726 0.856 -0.559 -0.496 0.313 0.293 0.276 -0.733 0.834 -0.492 -0.534 0.298 0.294 0.292 -0.609 0.891 -0.605 -0.497 0.342 0.217 0.259

***

No. 3
Below is a cluster of 5 separate species, C15H39N5O6PS2 in total at a distorted geometry, with properties calculated with ωB97M-V/def2-TZVPD.

The LUMO energy comes out at -0.1123 Ha. Its maximum force is 1.99 eV Å⁻¹. The molecular weight is 480.614 u. The orbital gap comes out at 7.750 eV.

Structure (ORCA input):
```
! wB97M-V def2-TZVPD RIJCOSX def2/J DEFGRID3
* xyz 1 1
O 8.09 -0.21 0.06
P 7.13 -0.68 -1.11
O 7.28 -2.25 -1.19
S 7.35 0.18 -2.78
N 5.46 -0.51 -0.42
C 4.94 0.90 -0.50
C 3.45 1.07 -0.09
C 2.71 -0.18 0.40
S 0.90 0.04 0.24
H 7.67 0.28 0.78
H 6.47 -2.74 -0.93
H 4.87 -1.16 -0.95
H 5.48 -0.78 0.57
H 5.56 1.56 0.09
H 5.06 1.20 -1.54
H 3.36 1.82 0.70
H 2.92 1.43 -0.97
H 2.92 -1.06 -0.21
H 2.93 -0.44 1.43
H 0.63 -0.80 -0.77
C -3.92 2.72 2.29
C -2.48 2.32 2.20
O -1.80 2.02 3.17
N -1.93 2.30 0.95
C -2.58 2.63 -0.31
H -4.23 2.70 3.34
H -4.07 3.73 1.91
H -4.55 2.04 1.72
H -0.97 2.03 0.94
H -2.54 1.77 -0.98
H -2.06 3.46 -0.80
H -3.61 2.91 -0.15
C -0.43 -5.59 1.32
C -0.49 -4.36 0.44
O 0.03 -4.35 -0.68
N -1.13 -3.28 0.92
C -1.74 -3.11 2.23
H 0.12 -6.36 0.79
H 0.08 -5.37 2.25
H -1.43 -5.95 1.54
H -1.17 -2.50 0.28
H -2.81 -2.89 2.12
H -1.28 -2.27 2.75
H -1.62 -4.00 2.83
C -8.18 4.07 1.17
C -6.84 4.76 1.08
O -5.89 4.25 0.50
N -6.72 5.97 1.67
C -7.73 6.72 2.40
H -8.11 3.12 0.65
H -8.45 3.88 2.21
H -8.96 4.67 0.69
H -5.80 6.38 1.57
H -7.90 7.68 1.92
H -7.39 6.90 3.42
H -8.66 6.18 2.43
C 2.38 -3.40 -2.62
C 3.87 -3.25 -2.66
O 4.52 -2.90 -1.65
N 4.50 -3.52 -3.80
C 3.92 -3.94 -5.07
H 2.01 -3.15 -1.63
H 1.91 -2.73 -3.34
H 2.09 -4.42 -2.84
H 5.50 -3.40 -3.77
H 4.33 -4.91 -5.36
H 4.16 -3.22 -5.84
H 2.84 -4.03 -4.99
*
```

In the natural (NBO) picture, each atom carries the following charge in e: -0.956 1.901 -0.977 -0.456 -0.857 -0.239 -0.440 -0.539 -0.021 0.518 0.546 0.499 0.435 0.220 0.254 0.237 0.241 0.222 0.228 0.137 -0.727 0.679 -0.645 -0.624 -0.419 0.237 0.248 0.231 0.393 0.185 0.194 0.241 -0.722 0.684 -0.673 -0.603 -0.415 0.245 0.228 0.235 0.395 0.206 0.210 0.213 -0.722 0.684 -0.658 -0.610 -0.412 0.244 0.229 0.231 0.400 0.202 0.202 0.213 -0.728 0.715 -0.787 -0.564 -0.418 0.262 0.237 0.263 0.409 0.218 0.215 0.223

***

No. 4
Below is a structure of composition C15H40IOP2Si2Tc at a distorted geometry, with properties calculated with ωB97M-V/def2-TZVPD.

The LUMO energy (alpha / beta) comes out at -0.4306 / -0.4311 Ha. Its maximum force is 4.42 eV Å⁻¹. The molecular weight is 579.508 u. The orbital gap (alpha / beta) comes out at 6.170 / 6.601 eV. Its expectation value of S² is 3.82.

Structure (ORCA input):
```
! wB97M-V def2-TZVPD RIJCOSX def2/J DEFGRID3
* xyz 3 4
C 0.11 0.66 -3.48
I 2.87 0.65 -3.38
H 0.88 0.59 -4.28
H -0.47 1.55 -3.75
H -0.55 -0.20 -3.67
Tc 0.15 0.71 -1.16
P 0.60 2.91 -1.70
C -0.84 4.02 -1.52
C 1.82 3.53 -0.49
H 2.03 4.60 -0.70
H 1.18 4.72 -3.22
H 2.74 2.95 -0.60
H 2.29 3.33 -3.44
H -0.94 4.39 -0.50
H 1.43 3.42 0.52
C 1.24 3.63 -3.28
H -0.72 4.87 -2.21
H 0.65 3.28 -4.12
H -1.76 3.48 -1.79
P 0.71 -1.48 -1.69
C -0.65 -2.62 -1.21
C 1.14 -2.27 -3.30
H 3.02 -1.52 -1.06
H 2.23 -3.09 -0.69
H 1.97 -1.67 0.38
C 2.12 -2.00 -0.65
H 2.11 -1.91 -3.68
H 1.21 -3.36 -3.15
H -0.50 -3.58 -1.73
H -1.61 -2.20 -1.52
H 0.37 -2.06 -4.05
H -0.66 -2.80 -0.13
C -1.87 0.78 -1.09
O -2.94 1.03 -1.58
C -0.01 0.95 2.87
Si -1.51 1.22 1.78
C -3.05 0.50 2.57
C -1.78 3.05 1.55
C -1.32 0.22 0.14
Si 0.25 -3.01 2.35
C -1.28 -2.87 3.43
C 0.53 -4.75 1.72
C 1.79 -2.34 3.20
H -0.01 1.70 3.68
H 0.93 1.06 2.31
H -0.02 -0.04 3.35
H -3.38 1.15 3.39
H -3.85 0.47 1.82
H -2.90 -0.52 2.96
H -2.46 3.25 0.71
H -0.84 3.60 1.40
H -2.25 3.45 2.46
H -1.53 -0.84 0.32
H -2.18 -3.07 2.84
H -1.20 -3.63 4.22
H -1.38 -1.87 3.89
H 1.41 -4.81 1.05
H 0.70 -5.41 2.59
H -0.34 -5.12 1.16
H 2.69 -2.55 2.60
H 1.74 -1.26 3.38
H 1.89 -2.86 4.17
*
```

In the natural (NBO) picture, each atom carries the following charge in e: -0.783 0.152 0.245 0.241 0.232 0.509 1.020 -0.933 -0.946 0.296 0.280 0.261 0.263 0.272 0.251 -0.903 0.282 0.259 0.262 1.118 -0.923 -0.932 0.287 0.271 0.225 -0.964 0.275 0.276 0.282 0.269 0.268 0.194 0.579 -0.379 -1.124 1.622 -1.095 -1.134 -0.949 1.894 -1.193 -1.186 -1.192 0.293 0.226 0.224 0.287 0.267 0.234 0.258 0.233 0.297 0.285 0.282 0.331 0.274 0.271 0.329 0.280 0.274 0.276 0.328

***

No. 5
Below is a structure of composition C15H40N11NbO20PS2 at a distorted geometry, with properties calculated with ωB97M-V/def2-TZVPD.

The LUMO energy comes out at 0.0292 Ha. Its maximum force is 7.51 eV Å⁻¹. The molecular weight is 882.556 u. The orbital gap comes out at 5.572 eV.

Structure (ORCA input):
```
! wB97M-V def2-TZVPD RIJCOSX def2/J DEFGRID3
* xyz -1 1
C -1.54 1.07 -0.31
C -1.98 -0.10 0.13
C -2.77 -1.46 0.47
Nb -2.85 -2.80 -1.43
S -2.61 -4.85 0.01
S -3.08 -0.72 -2.90
C -0.54 -2.61 -1.50
C 0.73 -2.20 -1.68
P -5.41 -2.89 -1.41
N -5.98 -3.76 -2.68
H -1.29 2.04 -0.88
H -2.12 -2.02 1.24
H -3.83 -1.28 0.89
H -2.81 -3.78 -2.99
H -1.28 -5.27 0.07
H -1.74 -0.40 -3.16
H 1.68 -1.61 -1.99
H -5.87 -3.57 -0.20
H -5.93 -1.53 -1.50
H -6.53 -4.56 -2.30
C 3.84 -4.22 0.07
N 2.88 -5.06 -0.68
O 3.33 -5.81 -1.53
O 1.70 -4.93 -0.39
H 4.85 -4.43 -0.29
H 3.59 -3.18 -0.11
H 3.75 -4.47 1.13
C 4.99 -0.12 -1.88
N 4.85 -1.09 -0.76
O 4.30 -0.70 0.26
O 5.29 -2.22 -0.94
H 4.55 0.83 -1.57
H 6.06 -0.01 -2.08
H 4.46 -0.53 -2.74
C -2.35 2.07 3.03
N -3.58 1.58 3.69
O -3.95 0.44 3.43
O -4.15 2.35 4.45
H -1.95 1.28 2.38
H -2.62 2.95 2.44
H -1.63 2.32 3.81
C 6.19 0.48 2.90
N 6.09 1.86 2.35
O 5.94 1.97 1.14
O 6.18 2.78 3.15
H 6.09 -0.23 2.08
H 7.16 0.38 3.38
H 5.37 0.35 3.61
C 2.65 4.42 -1.95
N 3.03 3.00 -2.15
O 2.68 2.19 -1.31
O 3.68 2.74 -3.16
H 2.09 4.50 -1.02
H 3.58 5.00 -1.89
H 2.04 4.73 -2.80
C 4.99 -3.34 5.41
N 4.90 -1.96 4.86
O 4.74 -1.85 3.65
O 4.99 -1.04 5.66
H 4.90 -4.05 4.59
H 5.96 -3.44 5.89
H 4.18 -3.47 6.12
C -6.31 -0.19 -4.35
N -7.23 0.61 -3.50
O -6.77 1.14 -2.51
O -8.40 0.67 -3.87
H -5.31 -0.16 -3.90
H -6.68 -1.21 -4.38
H -6.30 0.26 -5.34
C -6.76 3.32 -7.53
N -5.49 2.70 -7.06
O -4.45 3.26 -7.36
O -5.60 1.68 -6.40
H -6.52 4.22 -8.10
H -7.27 2.59 -8.16
H -7.35 3.57 -6.65
C 7.88 5.51 2.41
N 7.79 6.89 1.86
O 7.63 7.01 0.65
O 7.88 7.81 2.66
H 7.79 4.80 1.59
H 8.85 5.42 2.89
H 7.07 5.39 3.12
C -6.26 -1.72 4.34
N -6.43 -2.70 5.45
O -6.99 -2.31 6.47
O -5.99 -3.83 5.26
H -6.70 -0.77 4.65
H -5.20 -1.62 4.15
H -6.78 -2.12 3.47
*
```

In the Mulliken picture, each atom carries the following charge in e: -0.497 0.167 -0.416 -0.338 -0.396 -0.414 -0.148 -0.186 0.330 -0.674 0.283 0.377 0.259 0.117 0.144 0.112 0.174 0.056 0.023 0.171 -0.392 0.890 -0.576 -0.468 0.274 0.019 0.252 -0.584 0.952 -0.483 -0.569 -0.009 0.356 0.332 -0.542 0.873 -0.475 -0.575 0.059 0.282 0.285 -0.732 0.937 -0.507 -0.550 0.222 0.306 0.330 -0.779 0.829 -0.453 -0.514 0.314 0.301 0.295 -0.718 0.834 -0.466 -0.509 0.280 0.280 0.295 -0.143 0.974 -0.535 -0.607 -0.319 0.350 0.331 -0.727 0.833 -0.516 -0.553 0.305 0.277 0.289 -0.682 0.862 -0.520 -0.527 0.290 0.289 0.280 -0.616 0.851 -0.534 -0.524 0.292 0.263 0.277

***

No. 6
Below is a cluster of 9 separate species, C15H40N2O17 in total at a distorted geometry, with properties calculated with ωB97M-V/def2-TZVPD.

The LUMO energy comes out at -0.0015 Ha. As for the SMILES: C[N+](=O)[O-].C[N+](=O)[O-].COC(=O)OC.COC(=O)OC.COC(=O)OC.CO.CO.CO.CO. As for the energy above the lowest of the compared OMol25 structures with the same formula, charge and spin: 1.239 eV. Its maximum force is 3.85 eV Å⁻¹. The molecular weight is 520.482 u. The orbital gap comes out at 9.704 eV.

Structure (ORCA input):
```
! wB97M-V def2-TZVPD RIJCOSX def2/J DEFGRID3
* xyz 0 1
C -3.68 2.08 3.17
N -4.02 3.54 2.82
O -3.03 4.24 2.70
O -5.23 3.84 2.68
H -2.87 1.96 3.88
H -3.38 1.64 2.22
H -4.59 1.56 3.46
C 1.68 5.22 2.05
N 1.42 4.18 1.09
O 0.49 4.36 0.36
O 2.19 3.25 1.02
H 0.90 5.33 2.81
H 1.78 6.18 1.54
H 2.63 4.93 2.50
C 0.16 -6.73 -4.20
O -0.15 -5.52 -3.56
C 0.06 -5.40 -2.25
O 0.52 -6.30 -1.54
O -0.31 -4.16 -1.78
C 0.01 -3.86 -0.43
H 1.15 -6.86 -4.63
H -0.57 -6.63 -5.01
H -0.07 -7.57 -3.54
H 1.06 -3.90 -0.13
H -0.42 -4.54 0.30
H -0.40 -2.86 -0.28
C 3.60 -1.82 0.39
O 3.86 -3.11 -0.21
C 3.39 -3.35 -1.51
O 2.74 -2.55 -2.21
O 3.67 -4.57 -1.82
C 3.41 -5.11 -3.04
H 4.19 -1.05 -0.10
H 3.66 -1.77 1.48
H 2.55 -1.61 0.22
H 4.03 -4.59 -3.77
H 2.37 -5.06 -3.35
H 3.76 -6.14 -3.10
C -5.18 1.22 -1.43
O -4.74 2.55 -1.69
C -3.56 3.01 -1.23
O -2.78 2.47 -0.44
O -3.46 4.30 -1.63
C -2.29 5.09 -1.35
H -5.19 1.02 -0.36
H -4.55 0.53 -1.98
H -6.21 1.12 -1.79
H -1.60 5.04 -2.19
H -1.71 4.70 -0.51
H -2.52 6.16 -1.27
C -0.08 0.73 0.33
O -1.30 0.27 0.77
H 0.41 0.00 -0.31
H -0.17 1.66 -0.22
H 0.65 0.88 1.13
H -1.98 0.78 0.33
C 0.38 -1.93 2.72
O -0.72 -2.05 1.90
H 0.39 -2.82 3.34
H 1.28 -1.87 2.11
H 0.22 -1.06 3.36
H -0.95 -1.29 1.38
C 0.17 2.08 3.66
O 0.29 3.05 4.70
H -0.21 2.53 2.74
H 1.13 1.69 3.34
H -0.41 1.19 3.93
H -0.51 3.45 5.06
C 2.86 1.40 -1.85
O 4.03 0.88 -2.49
H 1.96 1.52 -2.45
H 2.63 0.72 -1.02
H 3.00 2.41 -1.46
H 4.15 1.31 -3.34
*
```

In the Mulliken picture, each atom carries the following charge in e: -0.457 0.900 -0.504 -0.540 0.161 0.080 0.339 -0.843 0.910 -0.500 -0.491 0.273 0.314 0.324 -0.663 -0.343 0.799 -0.610 -0.285 -0.437 0.262 0.257 0.337 0.147 0.361 0.203 -0.168 -0.364 0.773 -0.581 -0.322 -0.534 0.315 0.396 -0.304 0.386 0.133 0.235 -0.564 -0.357 0.637 -0.517 -0.364 -0.519 0.237 0.305 0.224 0.302 0.168 0.314 -0.544 -0.292 0.259 0.260 0.232 0.181 -0.102 -0.524 0.290 -0.129 0.092 0.441 -0.368 -0.588 -0.004 0.359 0.295 0.306 -0.219 -0.506 0.339 -0.190 0.323 0.264